The following is a quantum chemistry calculation of a single C6H5NO molecule, from the Open Molecules 2025 dataset.

```
13
C6H5NO (ωB97M-V/def2-TZVPD)
C -0.722 2.043 0.631
C 0.911 -1.308 1.487
C 0.025 -1.647 0.307
C 0.534 0.571 -1.223
C -0.396 -0.295 -0.437
C -0.027 1.034 0.053
N -1.364 2.859 1.178
O 1.099 -0.116 1.691
H 0.412 -2.325 -0.347
H -0.835 -2.158 0.540
H 1.591 0.456 -1.252
H 0.313 1.280 -2.036
H -1.543 -0.394 -0.591
```

relative energy (zero: lowest compared OMol25 entry of this formula, charge and spin) = 61.43 kJ/mol
HOMO-LUMO gap (alpha / beta) = 8.47 / 8.77 eV
highest occupied orbital energy (alpha / beta) = -0.2865 / -0.3871 Ha
max |F| = 4.65 eV/A
spin multiplicity = 3
total energy = -361.4017 Ha
charge = 0

Atom-resolved charges from Löwdin, all expressed in e:
1. C -0.198
2. C -0.022
3. C -0.098
4. C -0.041
5. C -0.191
6. C -0.206
7. N 0.152
8. O 0.042
9. H 0.077
10. H 0.080
11. H 0.106
12. H 0.124
13. H 0.175